A molecular structure, C25H47N2O5PTa in a non-equilibrium geometry, computed with ωB97M-V/def2-TZVPD.

Calculated values
**Total charge**: -1
**Energy**: -1864.6287 hartree
**Highest occupied orbital energy**: -0.1658 hartree
**Maximum force**: 4.6 eV Å⁻¹
**Orbital gap**: 0.2521 hartree

Each line ends with the Mulliken charge.
Element x y z (Å)
C: -0.6704 4.9624 4.9344  -0.696
O: 0.0938 3.8470 4.4755  -0.384
C: 0.4895 3.9780 3.1008  -0.704
C: -0.6928 3.9146 2.0721  0.090
C: -0.1716 4.1098 0.5958  -1.200
Ta: 0.4807 2.1334 -0.4623  0.331
C: -1.5017 2.2553 -1.7001  -1.357
C: -2.6180 1.4011 -0.9875  0.066
C: -4.0036 1.3791 -1.7804  -0.671
C: -5.2469 1.1096 -0.8243  -0.462
C: -6.3346 0.1585 -1.4582  -0.850
C: -6.3345 -1.3085 -0.8973  -0.424
O: -6.0240 -1.3935 0.5119  -0.284
C: -6.9371 -2.1585 1.2177  0.622
C: -6.4590 -3.5072 1.8512  -0.906
O: -8.0701 -1.7889 1.3857  -0.515
C: 1.0330 0.2522 -1.7084  -1.254
C: 2.4935 -0.3059 -1.4343  -0.192
C: 2.4584 -1.8757 -1.2693  -0.775
N: 3.4504 -2.5880 -2.1304  -0.366
C: 4.8077 -2.5073 -1.5683  -0.384
C: 5.6430 -3.8197 -1.6414  0.321
C: 6.7396 -3.9524 -0.6650  -0.493
C: 7.6318 -5.0986 -0.6308  -0.724
C: 7.3816 -6.1672 -1.5863  -0.174
C: 6.3224 -6.1020 -2.5683  -0.677
C: 5.4795 -4.9031 -2.5878  0.491
O: 4.4842 -4.8389 -3.5738  -0.533
N: -0.4692 0.8585 0.9620  -0.439
C: 0.1261 0.6129 2.0828  0.887
C: 1.6256 0.2875 2.3583  -0.712
C: -0.8106 0.5424 3.3660  -1.393
P: 1.5828 3.6069 -2.3112  0.281
O: 1.1072 3.1222 -3.6965  -0.684
H: -0.3732 5.9203 4.4342  0.322
H: -0.4610 5.0538 6.0370  0.232
H: -1.7581 4.7695 4.7298  0.252
H: 1.3000 3.2355 2.8976  0.066
H: 0.9758 4.9978 3.0052  0.472
H: -1.3422 4.8144 2.3043  0.508
H: -1.3589 3.0262 2.1879  -0.011
H: -0.8656 4.6710 -0.0783  0.375
H: 0.7760 4.7333 0.6569  0.517
H: 2.1227 2.1576 0.4145  -0.094
H: -1.8110 3.3262 -1.8753  0.458
H: -1.2567 1.7489 -2.6797  0.288
H: -2.2951 0.3282 -0.9150  0.148
H: -2.8042 1.7807 0.0582  0.023
H: -3.9427 0.4766 -2.4572  0.356
H: -4.0805 2.3306 -2.3581  0.305
H: -4.8789 0.7800 0.1793  0.411
H: -5.7432 2.1115 -0.6834  0.247
H: -6.0961 0.0852 -2.5565  0.379
H: -7.3487 0.6298 -1.3829  0.389
H: -5.6543 -1.9436 -1.5179  0.258
H: -7.3781 -1.7058 -1.0294  0.392
H: -5.4147 -3.3796 2.2419  0.311
H: -7.1529 -3.7456 2.6881  0.298
H: -6.4691 -4.2812 1.0461  0.232
H: 0.9894 0.5920 -2.7847  0.422
H: 0.2190 -0.5205 -1.6092  0.292
H: 3.1280 -0.0675 -2.3270  0.393
H: 2.9811 0.2009 -0.5563  0.355
H: 1.4593 -2.2700 -1.6060  0.449
H: 2.5781 -2.1286 -0.1772  0.293
H: 3.1179 -3.5548 -2.1260  0.228
H: 4.7025 -2.2632 -0.4659  0.310
H: 5.4186 -1.6892 -2.0272  0.255
H: 6.9213 -3.1235 0.0638  0.299
H: 8.4699 -5.1576 0.0964  0.345
H: 8.0363 -7.0643 -1.5487  0.294
H: 6.1938 -6.9443 -3.2776  0.375
H: 4.9682 -4.8017 -4.4174  0.309
H: 2.2217 1.2377 2.4312  0.178
H: 1.7154 -0.1829 3.3814  0.424
H: 2.0782 -0.4022 1.6087  -0.101
H: -1.8838 0.5514 3.0494  0.186
H: -0.5528 1.3122 4.1325  0.238
H: -0.6118 -0.4780 3.8110  0.508
H: 3.0112 3.6738 -2.2595  -0.008
H: 1.0622 4.9427 -2.1712  -0.008

***

2 unconnected molecules or ions with the total composition C25H48BBrClN4O5SSi2 in a non-equilibrium geometry, computed with ωB97M-V/def2-TZVPD.

Calculated values
**Total charge**: +1
**Energy**: -5612.7789 hartree
**Highest occupied orbital energy**: -0.4260 hartree
**Maximum force**: 2.3 eV Å⁻¹
**Orbital gap**: 0.3125 hartree

Each line ends with the Mulliken charge.
Element x y z (Å)
C: -3.5357 3.0995 -0.6900  -1.191
C: -2.7063 2.0646 -0.4818  -0.974
C: -3.1072 0.7732 0.1889  1.533
C: -4.5806 0.4260 -0.0268  -1.872
C: -4.9378 -0.0580 -1.4231  0.494
C: -5.7638 -1.1747 -1.5012  -0.498
C: -6.1772 -1.6749 -2.7204  -0.989
C: -5.7815 -1.0751 -3.9016  -0.608
C: -4.9404 0.0321 -3.8531  0.469
C: -4.4571 0.6991 -5.1146  -1.541
C: -4.5382 0.5274 -2.6204  -0.115
N: -2.3494 -0.4643 -0.1969  1.086
C: -1.0393 -0.3210 -0.8825  -0.696
C: -0.0896 -1.5123 -0.7254  -0.672
C: 0.7801 -1.7415 -2.0008  -0.786
C: 0.4708 -3.1530 -2.5188  -0.689
S: 1.0044 -3.4365 -4.1879  1.023
O: 0.5377 -4.7218 -4.5967  -0.536
O: 2.3993 -3.1560 -4.2845  -0.527
Cl: -0.0852 -2.0478 -5.2041  -0.163
C: -2.3919 -1.2153 0.9536  -0.629
N: -2.6809 -2.4829 0.9733  0.119
C: -3.0169 -3.2605 -0.2567  -0.596
O: -2.5500 -4.5498 -0.0905  -0.419
C: -3.5759 -5.4843 0.2719  -0.706
N: -2.1410 -0.4741 2.0794  -0.267
C: -2.6944 0.8962 1.7205  -0.109
Br: -4.2319 1.3647 2.8456  -0.076
B: -1.5037 1.9239 2.1212  0.438
N: -0.2622 1.9379 1.3320  -0.334
O: -1.6650 2.7324 3.2117  -0.537
H: -4.2893 3.4097 0.0272  0.291
H: -3.4510 3.6658 -1.6112  0.276
H: -1.6796 2.1884 -0.8097  0.474
H: -5.1898 1.2966 0.2170  0.805
H: -4.9040 -0.3564 0.6642  0.780
H: -6.1280 -1.6692 -0.6068  0.522
H: -6.8426 -2.5279 -2.7732  0.424
H: -6.1137 -1.4381 -4.8653  0.476
H: -5.2484 0.8024 -5.8539  0.419
H: -3.5948 0.1822 -5.5368  0.261
H: -4.1227 1.7086 -4.8672  0.373
H: -3.9072 1.4026 -2.6281  0.070
H: -0.5097 0.5761 -0.5714  0.297
H: -1.2632 -0.2068 -1.9463  0.514
H: 0.5830 -1.3332 0.1150  0.226
H: -0.5947 -2.4598 -0.5501  0.439
H: 1.8220 -1.7520 -1.6886  0.212
H: 0.5833 -0.9924 -2.7628  0.656
H: -0.6026 -3.3530 -2.5292  0.338
H: 0.9541 -3.9120 -1.9033  0.402
H: -2.6783 -2.9737 1.8578  0.317
H: -2.5467 -2.7820 -1.1083  0.246
H: -4.1022 -3.2270 -0.3737  0.636
H: -4.2403 -5.6371 -0.5790  0.305
H: -3.0815 -6.4107 0.5439  0.295
H: -4.1540 -5.1302 1.1301  0.328
H: -2.7010 -0.7754 2.8782  0.460
H: -0.1357 2.8764 0.9616  0.171
H: 0.5721 1.7178 1.8656  0.064
H: -0.9229 2.6242 3.8200  0.316
O: 5.1070 2.2306 1.9979  -0.233
Si: 4.9696 0.6416 1.6128  0.332
C: 4.9435 -0.4103 3.1587  -1.057
C: 6.3958 0.0938 0.5416  -1.035
C: 3.3737 0.3632 0.6761  -0.626
Si: 6.1339 3.2704 2.7718  0.395
C: 5.4384 4.9980 2.7252  -1.041
C: 7.8053 3.2687 1.9392  -1.008
C: 6.3503 2.7543 4.5555  -1.009
H: 5.8994 -0.3612 3.6827  0.285
H: 4.7525 -1.4554 2.9052  0.406
H: 4.1647 -0.0781 3.8494  0.284
H: 6.4904 0.7301 -0.3408  0.295
H: 6.2502 -0.9349 0.2050  0.391
H: 7.3381 0.1381 1.0906  0.294
H: 3.3555 0.9508 -0.2445  0.447
H: 2.5118 0.6527 1.2828  -0.120
H: 3.2617 -0.6905 0.4097  0.161
H: 5.3135 5.3485 1.6989  0.290
H: 6.1183 5.6818 3.2365  0.309
H: 4.4677 5.0514 3.2226  0.282
H: 8.2966 2.2981 2.0342  0.301
H: 8.4547 4.0193 2.3936  0.383
H: 7.7141 3.4967 0.8751  0.287
H: 6.8560 1.7897 4.6329  0.298
H: 5.3859 2.6733 5.0621  0.278
H: 6.9519 3.4924 5.0893  0.389

***

A molecular structure, C25H48CaCl3N4O3SSi in a non-equilibrium geometry, computed with ωB97M-V/def2-TZVPD.

Calculated values
**Total charge**: -1
**Energy**: -4172.1938 hartree
**Highest occupied orbital energy**: -0.0740 hartree
**Maximum force**: 2.5 eV Å⁻¹
**Orbital gap**: 0.1539 hartree

Each line ends with the Mulliken charge.
Element x y z (Å)
C: 0.0836 0.2580 -5.7227  -1.596
C: 0.2321 -0.6466 -4.5203  1.402
H: 0.1507 -0.3130 -6.6518  0.489
H: 0.8937 0.9905 -5.6894  0.154
H: -0.8811 0.7819 -5.7259  0.273
C: 0.7992 -1.9089 -4.6722  -0.165
C: 1.2477 -2.5141 -5.9459  -1.778
H: 0.9361 -2.5413 -3.7761  0.050
H: 2.0957 -1.9748 -6.4123  0.282
H: 0.4510 -2.5934 -6.7091  0.283
H: 1.5550 -3.5489 -5.7324  0.396
Ca: 0.7010 1.8898 1.5642  0.175
Cl: -1.9617 2.4501 1.0378  -0.643
Cl: 2.6930 3.5636 1.8456  -0.701
C: -1.3402 -0.6723 1.6667  -0.021
O: -0.2617 -0.2534 2.1334  -0.182
N: -1.8781 -1.8538 1.9689  0.781
C: -1.1587 -2.8700 2.7267  -0.982
C: -3.2379 -2.1869 1.5776  -1.148
H: -1.9408 -0.0664 0.9612  0.280
H: -0.2521 -2.4538 3.1763  0.207
H: -0.8837 -3.7058 2.0662  0.220
H: -1.8300 -3.2504 3.5079  0.346
H: -3.6327 -1.3792 0.9541  0.321
H: -3.8675 -2.2920 2.4715  0.290
H: -3.2490 -3.1194 1.0039  0.380
H: 3.6579 0.0886 -1.9906  0.093
H: 2.8723 -2.5971 -2.0613  0.326
C: 4.1288 -0.2832 -1.0697  -0.952
C: 3.3144 -2.6182 -1.0509  -0.848
N: 3.2745 -1.2847 -0.4548  0.315
H: 4.3036 0.5393 -0.3725  0.386
C: 2.5876 -1.0534 0.6963  0.498
O: 2.6084 0.0046 1.3504  -0.665
H: 2.7575 -3.3236 -0.4174  0.222
H: 1.9729 -1.9260 1.0090  0.087
H: 5.0706 -0.7657 -1.3525  0.353
H: 4.3612 -2.9466 -1.1480  0.372
O: 0.6488 0.2361 -3.2690  -0.300
C: -0.6238 -0.3107 -3.2564  -1.404
C: 0.0079 -2.0910 -1.5738  0.208
C: -0.9579 -1.4493 -2.3656  0.778
H: 1.0072 -1.6382 -1.5291  0.683
C: -0.3220 -3.2764 -0.9221  -0.644
H: -1.4247 0.4354 -3.3889  0.338
C: -2.2423 -2.0033 -2.4815  -0.552
H: 0.4251 -3.7671 -0.2905  0.237
C: -1.5838 -3.8488 -1.0739  -0.794
C: -2.5585 -3.2080 -1.8552  -0.685
H: -2.9570 -1.4721 -3.1156  0.401
H: -1.8226 -4.8089 -0.6007  0.370
H: -3.5533 -3.6374 -1.9765  0.360
Si: 1.2471 2.7748 -2.1169  0.684
Cl: 0.4836 1.0414 -0.7338  -0.060
C: 3.0869 3.0407 -1.7316  -0.801
C: 0.3519 4.1471 -1.1466  -1.042
C: 0.8218 2.8879 -3.8985  -0.944
H: 3.7315 2.1498 -1.7625  0.143
H: 3.2028 3.4945 -0.7252  0.144
H: 3.4626 3.7578 -2.4858  0.383
H: 1.5917 2.4487 -4.5388  0.195
H: 0.7757 3.9663 -4.1176  0.491
H: -0.1524 2.4514 -4.1436  0.236
H: -0.6825 3.8781 -0.8977  0.235
H: 0.3239 5.0658 -1.7499  0.446
H: 0.8571 4.3974 -0.1953  0.302
C: -3.2527 3.1839 3.9212  -0.922
N: -2.4687 2.0902 4.4723  0.136
C: -3.0948 0.7676 4.4264  -1.273
C: -1.1171 2.2058 4.5152  -0.031
S: -0.3215 3.5411 3.8526  -0.132
N: -0.4456 1.1707 5.1486  0.547
C: -0.8794 0.8853 6.5149  -1.243
C: 0.9998 0.9961 4.9493  -1.045
H: -4.3031 3.0540 4.2120  0.328
H: -3.1693 3.1834 2.8162  0.235
H: -2.8401 4.1233 4.3086  0.387
H: -2.3338 -0.0110 4.5213  0.412
H: -3.8191 0.6718 5.2448  0.324
H: -3.6391 0.6268 3.4846  0.448
H: -1.9666 0.8591 6.5689  0.432
H: -0.4662 -0.0900 6.7850  0.391
H: -0.4831 1.6308 7.2183  0.331
H: 1.2075 0.4355 4.0228  0.260
H: 1.5094 1.9725 4.9104  0.406
H: 1.3656 0.4179 5.8070  0.302